1.
C4H11N2OS | ωB97M-V with the def2-TZVPD basis set

Last column: Mulliken charge in e.
Cartesian coordinates (Å):
N (1.698, 0.250, 0.331)  -0.30
C (0.556, -0.568, -0.082)  0.00
C (-0.695, -0.845, 0.783)  -0.52
C (-1.548, 0.436, 0.868)  -0.43
S (-0.665, 1.904, 1.170)  0.19
C (1.353, -1.974, -0.193)  0.06
N (1.272, -2.382, -1.612)  -0.51
O (1.844, -2.462, 0.886)  -0.55
H (1.419, 1.023, 0.965)  0.12
H (2.314, -0.357, 0.733)  0.31
H (2.094, -1.638, -1.090)  0.38
H (0.250, -0.145, -1.039)  0.35
H (-1.257, -1.745, 0.510)  0.39
H (-0.161, -1.141, 1.784)  0.33
H (-2.223, 0.356, 1.744)  0.42
H (-2.126, 0.568, -0.098)  0.38
H (-2.775, 6.113, -2.325)  0.03
H (-3.094, 5.998, -1.687)  -0.03
H (1.744, -3.393, -1.649)  0.38

Summary:
Kohn-Sham gap in eV: 5.088
LUMO in eV: -9.38
Charge: +1
Electronic energy in hartree: -741.36696
ΔE to the lowest compared entry with this formula, charge and spin in eV: 10.051

2.
C32H27Cl3F5N4O2STi | ωB97M-V with the def2-TZVPD basis set

Last column: Mulliken spin population.
Cartesian coordinates (Å):
Ti (-0.064, -0.403, 0.495)  1.75
C (1.614, -2.396, 2.294)  0.01
N (1.500, -2.284, 0.840)  -0.04
C (2.812, -2.051, 0.217)  0.00
C (2.831, -0.923, -0.785)  0.05
C (4.040, -0.538, -1.350)  0.01
C (4.034, 0.407, -2.358)  0.01
C (2.813, 0.930, -2.764)  -0.01
C (1.667, 0.527, -2.108)  0.02
N (1.672, -0.376, -1.122)  -0.04
C (0.908, -3.510, 0.291)  0.01
C (-0.555, -3.630, 0.591)  0.06
C (-1.154, -4.865, 0.773)  0.00
C (-2.532, -4.931, 0.894)  0.01
C (-3.258, -3.753, 0.828)  0.00
C (-2.576, -2.558, 0.674)  0.03
N (-1.246, -2.489, 0.572)  0.00
C (1.719, -1.057, 2.964)  0.09
C (2.483, -0.861, 4.098)  -0.02
C (2.424, 0.369, 4.740)  0.05
C (1.593, 1.349, 4.225)  -0.03
C (0.869, 1.080, 3.076)  0.06
N (0.947, -0.095, 2.435)  -0.10
H (2.455, -3.037, 2.593)  0.00
H (0.697, -2.867, 2.664)  0.01
H (3.125, -2.957, -0.316)  0.00
H (3.570, -1.873, 0.985)  0.00
H (4.966, -0.987, -1.011)  0.00
H (4.957, 0.727, -2.823)  0.00
H (2.754, 1.658, -3.560)  0.00
H (0.703, 0.952, -2.350)  0.00
H (1.453, -4.400, 0.637)  0.00
H (0.977, -3.449, -0.802)  -0.03
H (-0.549, -5.762, 0.797)  0.00
H (-3.028, -5.884, 1.028)  0.00
H (-4.337, -3.750, 0.900)  0.00
H (-3.100, -1.614, 0.635)  0.01
H (3.107, -1.659, 4.479)  0.00
H (3.011, 0.549, 5.631)  0.01
H (1.500, 2.313, 4.703)  0.00
H (0.237, 1.824, 2.616)  0.02
F (-4.713, 0.006, -4.883)  0.00
C (-3.614, -0.646, -4.468)  0.00
C (-3.005, -0.326, -3.272)  0.00
F (-3.518, 0.652, -2.515)  0.00
C (-1.875, -1.008, -2.860)  0.02
F (-1.371, -0.613, -1.667)  0.01
C (-1.267, -2.038, -3.597)  -0.01
S (0.149, -2.872, -3.109)  0.00
C (-1.930, -2.320, -4.807)  0.00
F (-1.454, -3.283, -5.610)  0.00
C (-3.060, -1.656, -5.234)  0.00
F (-3.637, -1.981, -6.404)  0.00
C (0.103, 5.173, 1.149)  0.00
C (0.470, 4.461, -0.161)  0.01
C (1.906, 4.827, -0.555)  0.00
C (-0.493, 4.912, -1.268)  0.00
C (0.353, 3.004, 0.022)  -0.05
C (0.202, 1.801, 0.173)  0.09
H (0.170, 6.259, 1.030)  0.00
H (0.780, 4.868, 1.948)  0.00
H (-0.914, 4.915, 1.446)  0.00
H (2.000, 5.908, -0.700)  0.00
H (2.188, 4.324, -1.481)  0.00
H (2.605, 4.517, 0.224)  0.00
H (-0.430, 5.995, -1.415)  0.00
H (-1.518, 4.652, -1.004)  0.00
H (-0.250, 4.416, -2.208)  0.00
Cl (-5.024, 0.250, 1.824)  0.00
C (-3.746, 1.486, 2.016)  0.00
Cl (-4.226, 2.604, 3.297)  0.00
Cl (-3.566, 2.374, 0.501)  0.00
C (-2.404, 0.720, 2.368)  0.00
O (-2.003, 0.797, 3.517)  0.00
O (-1.947, 0.094, 1.379)  -0.01

Summary:
Multiplicity: 3
Kohn-Sham gap (alpha / beta) in eV: 5.395 / 6.267
LUMO (alpha / beta) in eV: 2.12 / 2.12
Charge: -1
Electronic energy in hartree: -4732.76975
ΔE to the lowest compared entry with this formula, charge and spin in eV: 0.188